Run a
Below is 2 unconnected molecules or ions with the total composition C3H11N3O, with properties calculated with wB97M-V/def2-TZVPD.

Properties
Gap between HOMO and LUMO   8.1198 eV
Structure (SMILES)   NC=C(N)N.CO
Highest occupied orbital energy   -7.38 eV

The geometry in XYZ format:
```
18
Properties=species:S:1:pos:R:3:lowdin_charge:R:1
O -0.078 -2.138 -0.438 -0.176
N -1.413 1.587 0.037 0.047
N 2.002 0.239 0.429 0.068
N 0.075 0.174 1.932 0.082
C 0.599 0.369 0.624 -0.498
C -0.137 1.111 -0.276 -0.190
C -0.684 -1.671 -1.578 -0.231
H -1.965 1.861 -0.761 0.079
H 0.344 1.542 -1.142 0.121
H 0.679 -0.366 2.532 0.080
H -1.630 -2.196 -1.765 0.078
H -0.244 1.020 2.381 0.083
H 2.550 0.033 1.254 0.078
H -0.030 -1.734 -2.462 0.076
H -1.908 0.974 0.670 0.080
H 0.308 -1.246 0.084 0.092
H -0.892 -0.568 -1.447 0.052
H 2.425 1.009 -0.074 0.079
```

Run b
Below is a molecular structure, C3H11N3O, with properties calculated with wB97M-V/def2-TZVPD.

Properties
Gap between HOMO and LUMO (alpha / beta)   7.0371 / 6.9326 eV
Highest occupied orbital energy (alpha / beta)   -6.93 / -6.87 eV

The geometry in XYZ format:
```
18
Properties=species:S:1:pos:R:3:lowdin_charge:R:1
O -1.383 1.117 -0.639 -0.163
N 1.132 -0.982 -1.189 -0.031
N 0.592 1.407 0.811 0.049
N -0.284 0.325 1.267 -0.015
C 2.240 -0.347 -0.781 -0.193
C -2.054 -1.092 0.204 -0.038
C -1.065 0.025 -0.015 -0.623
H 0.910 1.952 1.607 0.139
H -0.026 -0.599 -0.622 0.071
H -2.515 -1.353 -0.747 0.081
H -0.946 0.757 1.919 0.106
H 2.764 0.354 -1.429 0.057
H -1.570 -1.961 0.646 0.077
H -2.846 -0.753 0.880 0.077
H 0.870 -0.708 -2.137 0.084
H 2.837 -0.858 -0.031 0.056
H -0.078 1.837 -0.075 0.180
H 1.423 0.880 0.330 0.086
```

Relative energy of each structure, in kcal/mol: run a 0.0; run b 78.2.

Run a
Below is a single C11H12N2O2 molecule, with properties calculated with wB97M-V/def2-TZVPD.

Properties
Gap between HOMO and LUMO   7.2829 eV
Highest occupied orbital energy   -7.39 eV

The geometry in XYZ format:
```
27
Properties=species:S:1:pos:R:3:lowdin_charge:R:1
O -3.416 1.353 -0.651 -0.076
O -2.103 1.559 2.022 -0.061
N 0.024 0.543 1.830 0.118
N 0.973 1.315 1.531 0.110
C -1.502 0.712 1.280 -0.347
C -1.701 -0.057 0.194 -0.168
C -2.949 0.102 -0.690 -0.266
C 1.774 2.138 1.232 -0.008
C 2.908 2.732 0.706 -0.075
C -0.516 -2.231 0.190 -0.011
C 1.333 -2.590 -1.423 -0.100
C 0.528 -2.998 -0.343 -0.086
C -0.652 -0.925 -0.290 -0.266
C 0.257 -0.492 -1.215 -0.076
C 1.187 -1.275 -1.841 -0.091
H -1.129 -2.530 1.060 0.125
H 3.693 1.941 0.283 0.143
H -2.427 0.005 -1.654 0.121
H 1.890 -0.960 -2.631 0.109
H 0.143 0.538 -1.432 0.109
H -0.004 0.365 2.769 0.115
H 0.814 -4.023 -0.084 0.097
H -3.257 1.748 0.290 0.124
H 1.938 -3.343 -1.891 0.092
H 3.351 3.504 1.455 0.127
H -3.836 -0.542 -0.535 0.129
H 2.680 3.413 -0.164 0.111
```

Run b
Below is a single C11H12N2O2 molecule, with properties calculated with wB97M-V/def2-TZVPD.

Properties
Gap between HOMO and LUMO   8.4220 eV
Structure (SMILES)   COCc1cn(-c2ccccc2)[nH]c1=O
Highest occupied orbital energy   -7.83 eV

The geometry in XYZ format:
```
27
Properties=species:S:1:pos:R:3:lowdin_charge:R:1
O -1.071 3.022 1.455 0.029
O 2.251 2.346 -1.379 -0.189
N -1.541 0.841 0.897 0.156
N -0.696 -0.197 0.329 -0.037
C -2.282 -1.998 0.828 -0.022
C -0.984 -1.574 0.425 -0.188
C 2.938 3.438 -2.048 -0.078
C -0.300 -3.900 0.251 -0.082
C 0.403 1.771 0.096 -0.102
C -1.595 -4.316 0.561 -0.102
C 1.461 2.787 -0.270 -0.175
C -0.848 2.013 0.779 -0.463
C 0.455 0.424 -0.193 0.061
C -2.582 -3.371 0.875 -0.082
C -0.001 -2.540 0.192 -0.032
H 3.592 3.942 -1.379 0.071
H 0.924 3.688 -0.574 0.121
H -3.028 -1.262 1.063 0.091
H -3.590 -3.686 1.160 0.106
H 0.421 -4.638 -0.012 0.095
H -1.885 -5.363 0.667 0.101
H 1.008 -2.301 -0.121 0.102
H 1.248 -0.077 -0.698 0.125
H 3.507 3.011 -2.861 0.082
H 2.021 3.095 0.652 0.145
H -2.071 0.669 1.772 0.175
H 2.244 4.175 -2.469 0.090
```

Relative energy of each structure, in kcal/mol: run a 91.4; run b 0.0.

Run a
Below is 2 unconnected molecules or ions with the total composition C2H6Br2N, with properties calculated with wB97M-V/def2-TZVPD.

Properties
Total charge   +1
Gap between HOMO and LUMO   10.4092 eV
Highest occupied orbital energy   -14.18 eV

The geometry in XYZ format:
```
11
Properties=species:S:1:pos:R:3:lowdin_charge:R:1
Br 1.892 1.467 -0.043 0.895
Br -1.749 -1.470 0.847 0.772
N -0.168 0.100 -1.306 0.091
C 0.845 0.034 -0.203 -0.785
C -0.450 -0.142 1.482 -0.413
H -0.928 -0.574 -0.828 0.027
H -0.760 0.935 1.579 0.058
H 1.340 -0.933 -0.352 0.091
H 0.225 -0.274 2.313 0.037
H 0.161 -0.182 -2.167 0.125
H -0.408 1.040 -1.322 0.102
```

Run b
Below is 2 unconnected molecules or ions with the total composition C2H6Br2N, with properties calculated with wB97M-V/def2-TZVPD.

Properties
Total charge   +1
Gap between HOMO and LUMO   10.1119 eV
Highest occupied orbital energy   -14.15 eV

The geometry in XYZ format:
```
11
Properties=species:S:1:pos:R:3:lowdin_charge:R:1
Br -1.628 0.477 -1.671 0.728
Br -0.233 0.028 2.454 0.814
N 0.902 0.904 0.009 0.094
C -1.138 -0.972 -0.520 -0.412
C 0.459 -0.253 0.739 -0.685
H -2.027 -1.201 0.029 0.023
H 0.127 1.519 -0.131 0.081
H 1.593 1.372 0.475 0.132
H -0.572 -1.590 -1.173 0.009
H 1.171 0.573 -0.872 0.132
H 1.346 -0.857 0.660 0.085
```

Relative energy of each structure, in kcal/mol: run a 2.5; run b 0.0.